Entry 1:
Molecular formula: C27H18F4O3S
Method: DFT, ωB97M-V with the def2-TZVPD basis set

The value obtained for the largest force on an atom is 0.04279 Eh/bohr. As for the net charge: 0. For the HOMO-LUMO gap, the calculation gives 1.7151 eV. The calculation puts the calculated total energy at -56133.3719 eV.

Element x y z (Å)
H (-2.33180, -1.77598, -3.00439)
C (-0.98497, 0.38382, 2.28983)
C (-0.17702, -0.34389, -2.85753)
C (3.55467, 2.31126, 3.69194)
H (-1.47525, -5.06371, 3.45024)
O (-1.50299, 2.29447, 3.54802)
C (-0.78167, -3.18019, 2.67312)
H (-2.02429, 0.09965, 2.18104)
F (-4.87889, -1.18492, -3.04493)
C (1.32655, 1.91692, 4.56203)
C (-0.64367, 1.53953, 3.06716)
H (1.28430, 1.96478, 1.16007)
F (-3.42569, 3.34107, -2.97574)
H (-2.89371, -5.56878, 1.45081)
H (-0.16973, -1.43861, -2.84333)
C (2.76552, 2.01371, -2.98828)
C (-2.55680, -0.70976, -2.98746)
C (-2.39205, -3.71690, 0.44539)
C (-3.85986, -0.25962, -3.01591)
C (2.21102, -0.69348, -2.95285)
S (0.11926, -0.75615, 1.67377)
C (1.68973, 1.99566, 2.17350)
H (-1.02065, 2.36829, -2.88668)
H (0.62850, 1.79428, 5.39438)
C (2.68913, 2.14645, 4.78294)
C (0.83805, 1.80101, 3.26285)
H (4.61917, 2.48752, 3.85764)
C (-1.47008, 0.22346, -2.93410)
H (-0.15097, -2.96215, 3.53195)
F (4.53557, -1.15176, -3.02474)
H (1.99233, -1.76021, -2.93365)
O (1.19137, -1.07628, 2.58953)
C (3.83902, 1.12368, -3.00882)
H (3.06354, 2.19675, 5.80763)
C (3.04959, 2.25151, 2.38542)
C (-1.52462, -4.36112, 2.61649)
H (3.70518, 2.39053, 1.52242)
H (-5.22995, 1.43030, -3.03643)
C (-1.79714, 1.61385, -2.92987)
O (0.41803, -0.42260, 0.29548)
H (-1.69091, -1.81596, -0.31464)
C (-0.84566, -2.27262, 1.61124)
C (-1.65083, -2.53311, 0.50137)
C (1.11688, 0.23071, -2.92742)
C (1.43353, 1.62268, -2.96084)
H (-3.02080, -3.91145, -0.42538)
C (-3.13101, 1.99467, -2.97145)
H (0.65140, 2.37239, -2.95922)
C (3.51018, -0.23480, -2.99470)
F (3.04971, 3.36238, -2.99986)
H (4.86901, 1.46497, -3.03650)
C (-4.19770, 1.09550, -3.01052)
C (-2.32250, -4.63778, 1.49898)


Entry 2:
Molecular formula: C27H19Br2N3O3Pd
Method: DFT, ωB97M-V with the def2-TZVPD basis set

The value obtained for the largest force on an atom is 0.02802 Eh/bohr. As for the net charge: +2. For the HOMO-LUMO gap (alpha / beta), the calculation gives 3.8180 / 2.6117 eV. The calculation puts the calculated total energy at -182467.3293 eV.

Element x y z (Å)
C (3.00173, 4.91690, 2.85462)
C (2.29275, 3.29274, 1.20252)
C (-4.60053, -3.95769, 0.12964)
C (-2.55229, -2.44963, -1.12146)
C (-4.59330, -3.86278, -1.28134)
H (2.31587, -3.10708, -2.88260)
H (-4.36638, -3.99507, 2.89800)
C (1.40576, -3.06949, -2.28376)
C (2.06347, 3.98792, 2.40138)
H (2.81379, 5.44930, 3.77784)
N (0.99800, 0.71277, -0.88255)
C (-1.65700, -2.02147, 2.39911)
O (1.16141, -1.74637, -1.81924)
C (4.15403, 5.15333, 2.13416)
C (0.85527, 3.73292, 3.14900)
H (3.64179, 3.01336, -0.44558)
Pd (-0.32447, -0.47311, 0.03761)
H (-0.38857, -1.77992, 4.10245)
Br (-3.57269, -2.98143, -3.73521)
C (-3.61536, -3.41540, 2.37939)
H (1.18280, -1.98325, -4.53288)
H (0.34999, -1.32545, 2.54139)
C (0.97425, 0.54995, -2.29173)
C (-2.62694, -2.77237, 3.07896)
C (1.09177, -0.98536, -4.12935)
C (1.01057, 0.09964, -4.99202)
C (0.90187, 1.62815, -3.15667)
H (1.02761, -0.08229, -6.05814)
H (0.55894, -3.43358, -2.87125)
C (0.91653, 1.40180, -4.52154)
C (3.46317, 3.54165, 0.48088)
H (1.53444, -3.67761, -1.39280)
C (-2.62420, -2.55757, 0.37383)
C (-0.56661, -1.32425, 3.13092)
H (-0.85899, -0.28234, 3.27904)
N (-1.68543, -1.91192, 1.05492)
H (4.87765, 5.87383, 2.48870)
C (0.11683, 2.04732, 1.57050)
O (-1.65558, -1.84930, -1.65563)
H (0.68773, 4.31007, 4.04995)
H (0.83770, 2.62996, -2.74995)
H (5.28488, 4.64958, 0.37896)
C (1.30248, 2.32657, 0.75777)
C (-3.62402, -3.32306, 0.97773)
H (-2.58244, -2.84132, 4.15609)
C (-0.06209, 2.82255, 2.76977)
Br (-5.94524, -4.95330, 0.87186)
C (1.06945, -0.76867, -2.75884)
H (0.85981, 2.23081, -5.21122)
H (-5.36320, -4.36708, -1.84844)
O (-0.75037, 1.19489, 1.24184)
C (4.38228, 4.46230, 0.94408)
N (1.47937, 1.75461, -0.41059)
C (-3.62641, -3.14283, -1.91066)
H (-0.97184, 2.65805, 3.33056)


Entry 3:
Molecular formula: C27H19CoF6N6O5PS2
Method: DFT, ωB97M-V with the def2-TZVPD basis set

The value obtained for the largest force on an atom is 0.03052 Eh/bohr. As for the net charge: +1. As for the relative energy (zero: lowest compared OMol25 entry of this formula, charge and spin): 5.22 kcal/mol. For the HOMO-LUMO gap (alpha / beta), the calculation gives 7.5376 / 8.1243 eV. The calculation puts the calculated total energy at -132369.7030 eV. As for the spin multiplicity: 5.

Element x y z (Å)
C (0.90929, -2.89228, -2.39217)
O (1.63777, -1.71595, 0.75776)
H (3.16176, -5.37997, -1.91081)
C (-2.82885, 0.34585, -3.78404)
C (-2.94439, -4.95820, 0.71839)
C (-3.02823, -3.62432, 1.04444)
S (3.11260, -0.02219, -1.94350)
C (2.58640, -4.62294, -2.42758)
S (2.84603, -0.92978, 0.52453)
H (-0.48390, -4.81851, -1.60677)
C (-3.38759, -0.60121, -4.62838)
H (3.53917, -4.96366, -4.31836)
C (-2.99434, -1.93073, -4.54350)
H (-1.95040, -6.43028, -0.48263)
O (1.68575, 0.30357, -1.84363)
N (0.35000, 1.75125, 4.53584)
C (0.21792, 1.95334, 2.18428)
C (-1.48855, -1.36737, -2.75692)
F (3.75181, -1.22604, 2.91725)
C (1.13506, -2.65603, -3.74707)
C (-2.04828, -2.31797, -3.60981)
C (2.80091, -4.38601, -3.77812)
H (1.47869, -4.07210, -0.68420)
H (-1.43249, 0.69138, -2.18037)
H (2.23542, -3.22685, -5.48959)
H (0.41788, 5.14010, -0.86678)
N (0.35302, 4.01987, 0.83133)
H (0.47629, -0.17325, 5.25844)
N (0.00500, 2.09653, -0.25300)
C (0.17978, 2.72854, 0.95041)
H (0.36431, -1.20657, 2.95039)
O (3.60908, -0.30524, -3.23821)
Co (0.39673, 0.05116, -0.06770)
F (4.87059, 1.37983, -0.47192)
N (0.28704, 4.21495, -0.49114)
H (-3.43079, -2.66766, -5.20486)
C (0.39286, 0.43720, 4.36852)
N (0.23065, 0.62657, 2.02320)
N (3.52966, -1.11066, -0.87060)
F (5.30540, -1.33761, 1.40625)
C (4.06842, -1.67487, 1.70721)
C (-2.11213, -1.34145, 0.82281)
C (2.06706, -3.41447, -4.43783)
O (2.67513, 0.46057, 0.87947)
H (-3.59641, -5.67314, 1.20067)
H (-4.13585, -0.30659, -5.35194)
C (-2.19934, -2.69312, 0.40862)
C (3.97047, 1.58629, -1.41982)
O (-1.69087, -0.35605, 0.28923)
H (-3.14166, 1.37969, -3.85199)
C (-1.18229, -4.47019, -0.85803)
F (4.57618, 2.10503, -2.47831)
C (0.33032, -0.13581, 3.10310)
C (0.08865, 3.06283, -1.13857)
C (-1.25691, -3.11191, -0.57108)
C (1.64509, -3.88297, -1.73569)
H (-3.74724, -3.27523, 1.77418)
F (3.06249, 2.47191, -0.99263)
C (0.26998, 2.51359, 3.45765)
H (0.57671, -1.88555, -4.26239)
H (0.00522, 2.95874, -2.20770)
C (-2.01450, -5.38129, -0.22546)
F (3.94231, -2.99708, 1.67855)
H (-1.74073, -3.35469, -3.54665)
P (-0.28144, -1.86428, -1.48634)
C (-1.87855, -0.03546, -2.84833)
H (0.25177, 3.58750, 3.59507)


Entry 4:
Molecular formula: C27H19F5N6O4TeV
Method: DFT, ωB97M-V with the def2-TZVPD basis set

The value obtained for the largest force on an atom is 0.05182 Eh/bohr. As for the net charge: -1. As for the relative energy (zero: lowest compared OMol25 entry of this formula, charge and spin): 88.82 kcal/mol. For the HOMO-LUMO gap, the calculation gives 4.8066 eV. The calculation puts the calculated total energy at -92010.6724 eV.

Element x y z (Å)
H (4.56968, 1.61102, -3.22742)
C (-2.79606, 2.76757, -3.02055)
C (3.30241, -1.60448, 3.59108)
C (-3.19091, -4.29089, 0.26306)
H (0.40680, 5.14564, 1.97856)
H (3.00457, 0.41280, 0.91282)
C (-1.82704, -2.81059, 1.60889)
N (-1.54573, 1.39344, -1.75481)
N (-1.47821, 2.84310, -3.40763)
C (-2.66774, -2.08343, -0.59436)
H (3.17475, 2.76782, -4.94887)
C (2.74894, -0.24527, 1.72760)
H (-3.66281, -5.25343, 0.10355)
H (4.71920, -0.37225, 2.51945)
H (-3.66185, 1.52229, -1.42560)
C (3.69179, -0.69290, 2.61821)
H (-2.35206, -4.84273, 2.14721)
V (0.51257, -0.91885, -0.03289)
F (1.15661, -5.20239, -0.32988)
H (-3.56913, 3.34435, -3.49836)
C (2.72151, 2.34079, -4.06318)
Te (1.40186, -3.51081, -1.15223)
N (-1.13584, -2.62089, 2.70283)
C (-3.30225, -3.28890, -0.74133)
C (-2.09385, 2.92798, 1.47088)
H (1.61803, -2.61970, 4.47046)
O (0.93640, 0.56339, -0.78144)
O (0.59308, -2.61034, 0.32836)
O (-3.16441, 0.37186, 1.46078)
O (-0.83595, -0.71050, 3.91470)
C (-2.47799, -4.07581, 1.39295)
N (-1.23541, -0.60307, 0.73321)
F (2.40141, -1.47134, -0.86456)
C (0.71556, 1.85031, -2.76743)
C (-1.29104, 1.79164, 1.44631)
C (-1.97204, 0.45741, 1.22090)
F (2.97410, -3.75274, -0.03360)
H (-2.08057, 5.06180, 1.66571)
C (-0.42636, -1.52177, 3.11187)
H (3.45603, 0.55979, -1.28103)
C (1.97505, -1.95039, 3.69912)
C (-0.11137, 4.20679, 1.83167)
C (2.88612, 1.12077, -2.00570)
F (-0.36577, -4.06785, -1.72601)
H (-3.86753, -3.49496, -1.64145)
C (1.51348, 1.18525, -1.84627)
C (-2.81561, 1.86524, -2.00298)
N (0.02041, 1.83028, 1.62426)
C (1.35115, 2.41032, -3.87908)
C (-1.93639, -1.82419, 0.55893)
H (-2.68591, -1.32851, -1.36876)
H (-3.16057, 2.81909, 1.34337)
H (-1.11364, 3.44588, -4.12003)
C (-1.48854, 4.15473, 1.65574)
C (3.49610, 1.69395, -3.10767)
H (1.66941, 3.01169, 1.96867)
H (4.03459, -2.03109, 4.26646)
C (1.06706, -1.41397, 2.80078)
F (0.13797, -1.55138, -1.86051)
C (0.59376, 3.01683, 1.81855)
N (1.45930, -0.62409, 1.78098)
H (0.75980, 2.90194, -4.64200)
C (-0.75694, 1.99382, -2.61226)


Entry 5:
Molecular formula: C27H19F5N7O4STi
Method: DFT, ωB97M-V with the def2-TZVPD basis set

The value obtained for the largest force on an atom is 0.03806 Eh/bohr. As for the net charge: +1. As for the relative energy (zero: lowest compared OMol25 entry of this formula, charge and spin): 47.98 kcal/mol. For the HOMO-LUMO gap, the calculation gives 6.2143 eV. The calculation puts the calculated total energy at -94461.4098 eV.

Element x y z (Å)
O (2.84115, 1.02056, -0.64933)
H (2.33675, 2.01486, 2.15687)
C (0.40085, 4.73506, 2.66237)
F (3.99045, -1.59524, 2.28057)
C (-0.00115, 0.12436, -2.80123)
C (1.47185, 2.66826, 2.11117)
N (1.16725, -1.06404, -1.13403)
H (-5.92435, -1.85544, -2.88053)
H (2.37865, 4.19096, 3.30667)
H (-3.18865, -5.00244, -1.89983)
H (-1.09105, -2.81374, -0.16963)
C (-0.82915, 2.09946, -2.52073)
H (-5.27415, -4.23654, -3.00003)
O (-1.51785, -3.53864, -0.67073)
H (-4.50905, -0.25764, -1.64463)
C (1.50255, 3.89156, 2.75737)
N (0.42175, 2.23556, 1.41197)
H (0.51965, -2.57894, -3.85583)
C (-4.22775, -1.29534, -1.72273)
Ti (0.20175, 0.52226, 0.20437)
C (1.49565, -3.06404, -2.04933)
O (1.60035, 2.84596, -1.03973)
C (-0.69875, 4.29446, 1.95477)
C (-1.81815, 2.46086, 0.69527)
N (-0.26295, 0.61906, -4.03433)
H (-1.07375, 2.48736, -4.68943)
C (1.68895, 1.69846, -0.64353)
C (0.72065, -1.13634, 4.75617)
S (-0.76735, -0.01674, 2.70007)
C (-2.17375, -0.73324, -0.44933)
F (1.72795, -0.38234, 1.35027)
F (1.94875, -2.11164, 6.51487)
C (1.88155, -1.71674, 5.24657)
C (3.00005, -1.89924, 4.42287)
H (0.40875, 5.70736, 3.13267)
N (0.84455, -2.27634, -2.94963)
H (-0.10435, 0.18156, -4.92943)
H (-1.14125, 2.98116, -1.99243)
H (3.87895, 1.89666, -2.22183)
C (4.00375, 1.69286, -1.15763)
C (-0.67085, 3.03536, 1.34637)
C (-3.48745, -3.96594, -1.87343)
H (-1.58585, 4.90066, 1.87197)
C (-5.01565, -2.19044, -2.40743)
C (2.94765, -1.45674, 3.10607)
C (0.66425, -1.06694, -2.36263)
H (4.84025, 1.02156, -0.98883)
O (-0.99385, -1.05894, -0.06073)
N (-0.35005, 1.00716, -1.87033)
H (4.14215, 2.63506, -0.62753)
H (2.19745, -2.56354, -0.02623)
H (1.76065, -4.07864, -2.26443)
C (-2.65925, -3.06534, -1.20153)
C (-4.64545, -3.53124, -2.47923)
C (1.69325, -2.29584, -0.93273)
N (-2.61035, 0.51336, -0.26313)
C (-3.03315, -1.70594, -1.11483)
C (0.62955, -0.69494, 3.41927)
C (1.78515, -0.86354, 2.65347)
F (4.10245, -2.47974, 4.89637)
F (-0.32785, -0.98444, 5.56317)
C (-0.77985, 1.87076, -3.86563)
H (-2.77665, 2.97176, 0.65407)
N (-1.65535, 1.25246, 0.26867)


Entry 6:
Molecular formula: C27H19N6O4S2Ta
Method: DFT, ωB97M-V with the def2-TZVPD basis set

The value obtained for the largest force on an atom is 0.03292 Eh/bohr. As for the net charge: +2. As for the relative energy (zero: lowest compared OMol25 entry of this formula, charge and spin): 0.00 kcal/mol. For the HOMO-LUMO gap, the calculation gives 6.9278 eV. The calculation puts the calculated total energy at -68652.1897 eV.

Element x y z (Å)
N (2.48519, 0.09530, 2.71478)
H (-2.16018, 1.94352, -0.60517)
O (0.81618, -1.72715, -0.97877)
C (-3.50405, -0.50222, -2.90397)
C (-1.08634, 3.11601, 2.84108)
C (2.09520, -1.03965, -2.80455)
H (1.06459, 1.77404, 3.72066)
C (-0.41685, 2.11651, 2.14413)
C (3.37079, -0.50783, 1.98622)
H (-1.20978, -3.05606, 3.71550)
C (-1.34615, 0.48128, -2.70309)
H (-0.54452, 1.09129, -3.10151)
H (4.23087, 0.03522, -5.16475)
S (3.22550, -0.67210, 0.26170)
C (3.25162, 1.28275, -3.71719)
H (4.35548, 0.30006, 4.50149)
N (1.84753, 0.12623, -2.22107)
Ta (0.85486, 0.11485, -0.18678)
C (-1.86849, 2.28107, 0.37989)
H (-0.72543, 3.41763, 3.81502)
C (-4.11286, -2.47164, 0.17432)
C (1.37943, -2.17013, -2.09448)
H (0.42046, -1.54362, 2.64692)
S (4.75978, -1.22140, 2.69386)
C (2.95362, -1.11574, -3.88511)
C (-4.32615, -1.90729, -1.03291)
H (-2.59934, 0.70162, -4.43238)
C (-2.63992, -2.83901, 2.13247)
C (-1.44889, -2.59664, 2.76759)
H (-5.24076, -2.08975, -1.58168)
C (-3.33341, -1.06744, -1.62630)
H (-4.85123, -3.12370, 0.62232)
C (-0.52990, -1.73809, 2.16569)
C (-1.91348, -1.38757, 0.34939)
H (3.81440, -1.35502, 4.90055)
H (-3.38072, -3.50061, 2.56314)
N (-0.75285, -1.14045, 1.00569)
H (5.55306, -0.96441, 4.89260)
C (4.59037, -0.75627, 4.43211)
H (-3.45178, 3.71275, 0.51433)
C (-2.59451, 3.28051, 1.01030)
O (1.32855, -3.28232, -2.51904)
H (-2.73154, 4.49727, 2.77911)
H (-4.42373, -0.68697, -3.44455)
C (1.99045, 2.40836, -1.73452)
C (-2.13330, -0.80165, -0.94229)
N (1.42991, 0.62625, 2.06707)
C (3.53779, 0.06519, -4.33458)
C (-2.89801, -2.23198, 0.88960)
C (-2.19539, 3.71201, 2.26427)
C (0.74728, 1.49518, 2.72166)
O (1.35343, 1.91666, -0.65831)
C (-2.50622, 0.26740, -3.44748)
C (2.39323, 1.26609, -2.63735)
H (3.69245, 2.21247, -4.04928)
N (-0.80332, 1.70207, 0.92605)
O (2.19112, 3.55551, -1.96018)
H (3.16534, -2.07413, -4.33878)
N (-1.16937, -0.02425, -1.49342)